# 1
ORCA calculation (ωB97M-V with the def2-TZVPD basis set) on a cluster of 2 separate species, C5H17N3 in total.

Orbital gap in eV: 9.722
Structure (SMILES): CCC(N)N.CNC
Calculated total energy in hartree: -364.94884

Bonds (Å) are listed after each position.
Element x y z (Å)
1 C -2.095 0.843 1.199  C2 1.522, H6 1.088, H7 1.086, H8 1.087
2 C -1.340 1.827 0.316  C1 1.522, C3 1.536, H9 1.094, H10 1.095
3 C 0.110 1.375 0.090  C2 1.536, N4 1.467, N5 1.447, H11 1.096
4 N 0.808 2.150 -0.941  C3 1.467, H12 1.012, H13 1.016
5 N 0.832 1.432 1.344  C3 1.447, H14 1.017, H15 1.013
6 H -3.104 1.197 1.396  C1 1.088
7 H -1.568 0.722 2.141  C1 1.086
8 H -2.152 -0.127 0.711  C1 1.087
9 H -1.839 1.913 -0.653  C2 1.094
10 H -1.338 2.817 0.784  C2 1.095
11 H 0.120 0.331 -0.244  C3 1.096
12 H 0.413 1.963 -1.854  N4 1.012
13 H 0.705 3.145 -0.761  N4 1.016
14 H 0.885 2.394 1.671  N5 1.017
15 H 1.781 1.111 1.194  N5 1.013
16 C 1.087 -2.288 0.536  N17 1.449, H19 1.103, H20 1.089, H21 1.089
17 N 0.889 -1.622 -0.736  C16 1.449, C18 1.447, H22 1.016
18 C 0.294 -2.477 -1.739  N17 1.447, H23 1.099, H24 1.093, H25 1.089
19 H 1.736 -3.178 0.468  C16 1.103
20 H 0.117 -2.606 0.917  C16 1.089
21 H 1.519 -1.579 1.240  C16 1.089
22 H 1.780 -1.268 -1.074  N17 1.016
23 H 0.873 -3.390 -1.937  C18 1.099
24 H -0.704 -2.770 -1.401  C18 1.093
25 H 0.194 -1.916 -2.668  C18 1.089

# 2
ORCA calculation (ωB97M-V with the def2-TZVPD basis set) on a cluster of 3 separate species, C5H17N3 in total at a distorted geometry.

Orbital gap (alpha / beta) in eV: 5.741 / 5.738
Calculated total energy in hartree: -364.77374

Bonds (Å) are listed after each position.
Element x y z (Å)
1 C 0.729 -1.525 -0.258  C3 1.486, N5 1.329, H6 1.086
2 C -1.617 -0.642 0.578  C4 1.524, H9 1.096, H10 1.091, H25 1.269
3 C 1.507 -1.679 0.999  C1 1.486, H11 1.092, H12 1.088, H13 1.096
4 C -2.230 -0.606 -0.817  C2 1.524, H14 1.096, H15 1.094, H16 1.094
5 N 1.232 -0.846 -1.283  C1 1.329, H7 1.041, H8 1.010
6 H 0.108 -2.365 -0.554  C1 1.086
7 H 1.911 -0.082 -1.086  N5 1.041
8 H 0.723 -0.854 -2.155  N5 1.010
9 H -2.168 0.009 1.266  C2 1.096
10 H -1.603 -1.651 0.994  C2 1.091
11 H 1.751 -0.697 1.409  C3 1.092
12 H 0.935 -2.236 1.738  C3 1.088
13 H 2.459 -2.188 0.812  C3 1.096
14 H -1.889 0.288 -1.351  C4 1.096
15 H -3.323 -0.597 -0.811  C4 1.094
16 H -1.940 -1.483 -1.405  C4 1.094
17 C 0.551 1.389 0.349  N18 1.487, N19 1.460, H24 1.102
18 N 1.330 1.807 -0.846  C17 1.487, H22 1.019, H23 1.020
19 N -0.414 2.441 0.655  C17 1.460, H20 1.017, H21 1.012
20 H -0.086 3.163 1.293  N19 1.017
21 H -1.315 2.085 0.950  N19 1.012
22 H 0.663 2.191 -1.514  N18 1.019
23 H 1.968 2.582 -0.663  N18 1.020
24 H 1.301 1.402 1.156  C17 1.102
25 H -0.583 0.093 0.543  C2 1.269

# 3
ORCA calculation (ωB97M-V with the def2-TZVPD basis set) on a cluster of 3 separate species, C5H17NO2 in total at a distorted geometry.

Orbital gap in eV: 9.570
Structure (SMILES): CC[C@@H](C)CN.O.O
Calculated total energy in hartree: -405.87512

Bonds (Å) are listed after each position.
Element x y z (Å)
1 C -1.820 -2.388 0.336  C2 1.587, H7 1.129, H8 1.096, H9 1.078
2 C -1.410 -0.882 0.624  C1 1.587, C3 1.541, H10 1.049, H11 1.097
3 C -0.008 -0.445 0.160  C2 1.541, C4 1.544, C5 1.540, H12 1.088
4 C -0.156 -0.030 -1.320  C3 1.544, H13 1.105, H14 1.096, H15 1.015
5 C 0.593 0.604 1.112  C3 1.540, N6 1.498, H16 1.088, H17 1.158
6 N 2.087 0.715 1.142  C5 1.498, H18 0.975, H19 0.987
7 H -2.933 -2.577 0.300  C1 1.129
8 H -1.435 -2.657 -0.654  C1 1.096
9 H -1.464 -3.065 1.095  C1 1.078
10 H -2.201 -0.298 0.257  C2 1.049
11 H -1.588 -0.686 1.689  C2 1.097
12 H 0.676 -1.290 0.101  C3 1.088
13 H -0.154 -1.020 -1.811  C4 1.105
14 H -1.132 0.430 -1.507  C4 1.096
15 H 0.536 0.606 -1.703  C4 1.015
16 H 0.290 1.584 0.747  C5 1.088
17 H 0.414 0.428 2.243  C5 1.158
18 H 2.375 1.637 1.275  N6 0.975
19 H 2.536 0.108 0.506  N6 0.987
20 O 4.415 1.424 -0.998  H21 0.973, H22 0.934
21 H 3.627 0.896 -1.217  O20 0.973
22 H 5.072 1.030 -1.532  O20 0.934
23 O -3.075 1.885 -0.567  H24 1.012, H25 0.935
24 H -2.853 2.682 0.017  O23 1.012
25 H -2.392 1.308 -0.293  O23 0.935

# 4
ORCA calculation (ωB97M-V with the def2-TZVPD basis set) on a cluster of 3 separate species, C5H17NO2 in total at a distorted geometry.

Orbital gap in eV: 9.938
Structure (SMILES): CCN(C)CC.O.O
Calculated total energy in hartree: -405.91790

Bonds (Å) are listed after each position.
Element x y z (Å)
1 C -1.891 0.734 -1.243  C2 1.526, H7 1.089, H8 1.086, H9 1.093
2 C -1.293 -0.405 -0.421  C1 1.526, N3 1.480, H10 1.090, H11 1.084
3 N 0.179 -0.469 -0.556  C2 1.480, C4 1.473, C5 1.455
4 C 0.499 -1.264 -1.754  N3 1.473, H12 1.085, H13 1.087, H14 1.092
5 C 0.757 -1.109 0.615  N3 1.455, C6 1.539, H15 1.097, H16 1.094
6 C 2.283 -0.919 0.687  C5 1.539, H17 1.089, H18 1.082, H19 1.093
7 H -1.189 1.545 -1.437  C1 1.089
8 H -2.333 0.417 -2.182  C1 1.086
9 H -2.736 1.151 -0.690  C1 1.093
10 H -1.705 -1.351 -0.773  C2 1.090
11 H -1.567 -0.320 0.625  C2 1.084
12 H 1.508 -1.004 -2.057  C4 1.085
13 H -0.178 -0.972 -2.553  C4 1.087
14 H 0.449 -2.329 -1.515  C4 1.092
15 H 0.543 -2.183 0.668  C5 1.097
16 H 0.341 -0.647 1.515  C5 1.094
17 H 2.639 -0.937 1.716  C6 1.089
18 H 2.528 0.051 0.277  C6 1.082
19 H 2.825 -1.667 0.103  C6 1.093
20 O 0.595 2.415 0.781  H21 0.961, H22 0.969
21 H 1.037 3.136 0.325  O20 0.961
22 H 0.564 1.680 0.149  O20 0.969
23 O -1.648 1.447 2.748  H24 0.969, H25 0.967
24 H -0.787 1.135 3.063  O23 0.969
25 H -1.419 1.868 1.907  O23 0.967